(1)
Entry from the Open Molecules 2025 dataset: 8 unconnected molecules or ions with the total composition C24H54Br12O8P2 (ωB97M-V with the def2-TZVPD basis set).

Summary:
Orbital gap (eV): 10.2
Relative energy (zero: lowest compared OMol25 entry of this formula, charge and spin) (kcal/mol): 22.10
Net charge: 0
Highest occupied orbital energy (eV): -10.020

Cartesian coordinates (Å):
Br  3.869  -1.624  4.535
C  3.414  -2.136  2.631
C  2.418  -3.295  2.639
Br  2.352  -3.946  0.770
H  4.351  -2.362  2.121
H  3.134  -1.228  2.099
H  1.443  -2.977  3.008
H  2.829  -4.088  3.263
Br  2.294  -6.064  -6.170
C  2.272  -5.113  -4.410
C  3.475  -4.134  -4.410
Br  3.282  -2.980  -2.771
H  2.363  -5.842  -3.604
H  1.348  -4.547  -4.295
H  3.345  -3.570  -5.333
H  4.429  -4.652  -4.510
Br  1.074  -7.376  -1.738
C  -0.293  -7.164  -0.279
C  0.290  -7.558  1.041
Br  -1.103  -7.608  2.535
H  -1.136  -7.812  -0.518
H  -0.586  -6.114  -0.267
H  1.129  -6.919  1.316
H  0.674  -8.577  1.010
Br  1.098  2.299  -3.264
C  1.773  1.264  -1.698
C  3.258  1.018  -1.862
Br  3.733  -0.310  -0.516
H  1.250  0.315  -1.815
H  1.502  1.841  -0.814
H  3.912  1.890  -1.855
H  3.525  0.491  -2.778
Br  -2.528  -4.364  1.644
C  -3.604  -2.991  2.560
C  -3.540  -3.276  4.124
Br  -1.588  -3.178  4.682
H  -4.648  -2.876  2.270
H  -3.084  -2.057  2.347
H  -4.011  -4.239  4.320
H  -4.079  -2.448  4.585
Br  -0.351  -0.832  0.312
C  -0.267  -2.596  -0.740
C  -1.383  -2.759  -1.739
Br  -1.068  -4.466  -2.594
H  -0.286  -3.376  0.022
H  0.716  -2.692  -1.202
H  -1.403  -1.999  -2.519
H  -2.304  -2.939  -1.184
C  3.719  5.560  5.686
C  3.629  5.901  4.228
O  2.969  4.866  3.591
P  1.348  4.529  3.624
O  0.703  4.733  4.944
O  1.211  3.001  3.024
C  1.694  1.874  3.708
C  1.298  0.664  2.910
O  0.740  5.557  2.445
C  -0.636  5.828  2.398
C  -0.849  6.679  1.127
H  4.317  4.698  5.986
H  4.162  6.382  6.248
H  2.694  5.431  6.032
H  3.278  6.930  4.161
H  4.635  5.926  3.807
H  2.756  2.113  3.754
H  1.352  1.761  4.737
H  1.665  -0.263  3.352
H  0.220  0.724  2.761
H  1.744  0.848  1.933
H  -1.129  4.858  2.332
H  -1.060  6.307  3.281
H  -0.347  7.640  1.239
H  -0.352  6.192  0.288
H  -1.924  6.648  0.948
C  -1.166  3.710  -0.924
C  -1.850  2.319  -0.817
O  -1.707  1.479  -1.912
P  -2.580  1.583  -3.288
O  -2.270  2.775  -4.115
O  -2.347  0.195  -4.057
C  -1.451  0.179  -5.160
C  -0.621  -1.169  -5.119
O  -4.045  1.327  -2.727
C  -5.077  2.013  -3.437
C  -6.365  2.115  -2.597
H  -1.375  4.345  -0.063
H  -0.080  3.635  -0.961
H  -1.466  4.224  -1.838
H  -1.427  1.727  -0.005
H  -2.886  2.400  -0.488
H  -2.156  0.117  -5.989
H  -0.819  1.067  -5.181
H  -0.042  -1.199  -6.042
H  0.097  -1.135  -4.300
H  -1.334  -1.991  -5.055
H  -4.860  3.004  -3.837
H  -5.334  1.551  -4.390
H  -6.175  2.608  -1.643
H  -7.170  2.627  -3.124
H  -6.620  1.069  -2.424

Cartesian forces, eV/Å:
-0.2932 -0.2875 -1.1460
0.5495 0.3034 0.1617
0.9692 0.6957 -0.0519
-0.0370 -0.0175 0.7998
0.1172 -0.5912 0.5407
-0.7356 -0.0787 0.4686
-0.0618 -0.1990 -0.3833
-0.2510 -0.0912 -0.2482
-0.1352 0.4061 0.9552
1.0933 0.3905 0.0382
-1.4730 -0.5710 -0.4681
0.4548 -0.6992 -1.2043
-0.1099 -0.0383 -0.3585
0.0077 -0.3073 -0.3138
0.1881 0.7131 0.4677
0.0029 0.1861 0.7366
-0.7415 -0.0100 0.9849
-0.2452 0.0941 -0.0569
0.4574 -0.7537 0.6227
1.0646 0.1926 -1.2122
0.1490 0.1954 -0.2982
0.0214 -0.1580 -0.3142
-0.3908 0.1837 0.3467
-0.2123 0.0447 0.0832
0.5747 -0.1411 0.3308
0.1204 0.1285 -1.3214
0.0943 -0.2531 -0.5224
0.2709 0.2576 0.3548
-0.0892 0.3032 0.4917
0.0214 -0.3123 -0.0675
-0.2133 -0.0030 0.6392
-0.5133 0.0788 -0.0967
-0.9589 0.3559 -0.1410
1.0525 0.0286 1.8721
0.6889 0.7598 -2.1648
-1.6325 -0.1494 -0.0075
0.1385 -0.6466 -0.4020
-0.0664 -0.0879 0.0032
0.5295 0.0533 0.3838
0.2731 -0.1897 0.3767
-0.0348 -1.6051 -0.8500
0.3847 0.3045 0.4000
0.0046 0.0686 0.7812
0.0865 -0.2226 -0.3552
-0.3163 0.3355 0.0277
-0.0498 0.6538 -0.0099
-0.2969 -0.0495 0.2850
-0.1757 0.5770 -0.4146
-0.1103 0.5351 1.2240
1.8863 0.4941 1.5161
-3.3462 -1.8572 -2.0560
0.1927 0.9902 -0.1987
0.4904 -0.3183 -1.1887
-0.9662 3.6954 -0.3342
1.2626 -0.3168 1.1249
0.4362 0.9879 -0.6092
2.6430 -1.9377 2.0882
-0.9035 -0.1242 -1.0727
0.2786 -1.1932 0.7733
-0.1060 -0.2772 -0.5977
-0.0765 0.2588 -0.0123
0.1166 -0.0896 0.3090
-0.8859 -0.2268 -0.5905
-0.0048 -0.0712 -0.2895
0.4070 -1.0470 0.1589
-0.3879 0.5358 0.0790
-0.3629 0.1495 -0.0379
-0.0541 -0.4755 0.2540
0.0418 -0.5826 -0.2507
-0.4541 0.0042 -0.2756
0.5049 0.1989 0.2048
-0.6319 0.2157 0.0700
-0.0738 -0.1011 0.0216
0.0348 0.8129 -0.2077
-0.0470 -0.6628 -0.2174
0.2322 1.0565 1.7663
-0.7132 -0.9772 -2.7111
1.5039 -0.0081 0.6011
-0.7536 -0.8930 0.7903
0.0831 0.9696 1.7757
0.4750 -1.9137 -0.5865
-0.6807 2.0205 -0.1936
-0.1463 1.1492 -0.3978
-2.1557 1.1323 -0.8722
1.1681 -0.9430 -0.0716
-0.3732 -0.2532 0.0064
-0.0076 -0.2248 -0.0601
-0.1509 0.0090 0.0304
0.4009 0.2597 0.1600
-0.3664 0.2744 -0.5020
0.5883 0.3231 -0.5546
-0.1380 -0.1281 -0.1451
-0.0870 -0.2859 -0.0736
-0.1501 -0.2221 0.1877
0.3141 -0.1357 0.0573
1.0510 0.2634 0.7916
0.1574 -0.9739 0.1416
-0.0259 0.0069 -0.0324
0.1745 -0.0749 -0.0938
-0.5651 0.1240 0.3578

Atom charges from the Mulliken analysis, given in e for atoms 1 to 8:
1 Br -0.180
2 C -0.505
3 C -0.181
4 Br -0.120
5 H 0.541
6 H -0.174
7 H 0.187
8 H 0.442

(2)
Entry from the Open Molecules 2025 dataset: a molecular structure, C24H54F6KN6O8P2 (ωB97M-V with the def2-TZVPD basis set).

Summary:
Orbital gap (eV): 6.3
Relative energy (zero: lowest compared OMol25 entry of this formula, charge and spin) (kcal/mol): 0.00
Net charge: -1
Highest occupied orbital energy (eV): -4.297

Cartesian coordinates (Å):
K  -0.954  0.778  0.946
C  -1.270  -1.286  3.590
O  -0.007  -0.811  3.038
O  -2.247  -0.871  2.910
C  -1.189  -2.820  3.778
F  -2.396  -3.365  3.963
F  -0.652  -3.458  2.710
F  -0.442  -3.181  4.853
C  1.025  -0.558  3.940
C  2.113  0.236  3.246
H  2.481  -0.276  2.354
H  1.692  1.173  2.856
H  2.899  0.525  3.943
H  1.444  -1.474  4.380
H  0.679  0.039  4.804
H  -1.349  -0.895  4.649
C  -4.279  1.507  -0.775
O  -5.534  1.109  -0.164
O  -3.431  1.937  0.066
C  -3.773  0.283  -1.597
F  -4.003  -0.915  -1.046
F  -4.368  0.258  -2.845
F  -2.438  0.356  -1.850
C  -6.672  1.214  -0.967
C  -7.882  0.838  -0.132
H  -7.846  -0.240  0.045
H  -7.887  1.361  0.820
H  -8.798  1.028  -0.698
H  -6.627  0.560  -1.852
H  -6.780  2.233  -1.381
H  -4.535  2.268  -1.569
O  -0.560  -4.353  -2.570
P  0.722  -4.066  -1.909
N  0.685  -2.816  -0.838
C  1.681  -2.553  0.177
C  -0.408  -1.839  -0.881
N  1.939  -3.811  -3.006
C  3.341  -3.747  -2.675
C  1.604  -3.293  -4.315
N  1.356  -5.288  -0.960
C  0.547  -5.683  0.195
C  1.922  -6.455  -1.643
H  1.402  -2.917  1.172
H  1.805  -1.466  0.283
H  2.656  -2.952  -0.101
H  -0.978  -1.766  0.051
H  -1.126  -2.082  -1.662
H  0.073  -0.888  -1.150
H  3.553  -4.357  -1.799
H  3.913  -4.188  -3.500
H  3.679  -2.720  -2.492
H  1.934  -2.248  -4.414
H  2.129  -3.854  -5.097
H  0.529  -3.352  -4.464
H  1.020  -6.516  0.708
H  0.413  -4.832  0.860
H  -0.455  -5.992  -0.133
H  2.814  -6.787  -1.099
H  2.210  -6.224  -2.664
H  1.210  -7.288  -1.666
O  1.177  1.416  -0.835
P  1.619  2.463  -1.777
N  0.475  3.528  -2.330
C  0.004  4.517  -1.364
C  -0.624  2.936  -3.098
N  2.175  1.777  -3.173
C  2.749  0.436  -3.065
C  2.463  2.520  -4.384
N  2.781  3.421  -1.103
C  3.141  3.262  0.301
C  3.452  4.481  -1.823
H  0.850  5.027  -0.905
H  -0.597  4.080  -0.555
H  -0.642  5.226  -1.882
H  -1.248  2.270  -2.494
H  -0.225  2.390  -3.950
H  -1.253  3.748  -3.466
H  2.987  0.054  -4.055
H  3.634  0.445  -2.420
H  2.012  -0.233  -2.619
H  1.753  2.280  -5.187
H  2.395  3.594  -4.226
H  3.472  2.295  -4.743
H  2.813  2.301  0.686
H  4.219  3.380  0.417
H  2.641  4.018  0.925
H  4.140  4.053  -2.564
H  4.020  5.090  -1.127
H  2.751  5.095  -2.394
O  -0.887  2.519  2.948
C  -0.788  2.660  4.125
O  0.281  3.259  4.716
C  0.138  3.239  6.146
C  -0.915  2.152  6.456
C  -1.744  2.140  5.174
H  -0.231  4.209  6.486
H  1.111  3.025  6.579
H  -1.503  2.455  7.324
H  -0.445  1.206  6.724
H  -2.566  2.856  5.266
H  -2.171  1.194  4.843

Cartesian forces, eV/Å:
-0.8076 0.0560 0.0265
-0.6703 0.6842 1.5382
0.8286 -0.1468 -0.0863
-1.0171 0.1336 -1.5934
0.0346 -0.2947 -0.5912
-0.0606 0.0521 0.1703
0.1296 -0.0592 -0.0401
0.2171 -0.0318 0.1180
0.4624 0.1495 0.5195
-0.4469 0.5322 -0.5541
0.3062 -0.2027 0.2939
-0.0789 -0.0520 0.1906
0.2272 -0.2549 -0.0968
-0.0529 -0.0600 -0.1543
-0.2179 -0.0884 -0.1193
0.7811 -0.1896 0.3134
-0.1842 0.6071 -0.7165
-0.2169 -0.1949 -0.0066
1.4656 0.1065 1.0982
-0.4805 -0.1447 -0.5931
0.2105 0.0956 -0.0513
0.2545 -0.1853 0.3308
-0.1305 -0.1291 0.0920
-0.1529 0.1830 -0.3210
0.0558 -0.4440 -0.4457
-0.0133 0.0667 0.2504
-0.0458 0.0885 0.0156
-0.0306 0.1527 0.1282
0.0340 -0.0696 0.1137
0.0682 0.0201 0.2080
-0.3332 -0.1694 -0.1505
-0.1981 0.3452 -0.3216
0.4136 -0.2052 0.9392
-0.9814 -0.0312 0.2442
0.2912 0.3980 0.1215
0.3641 0.2057 -0.5464
0.0075 -0.3309 -0.4888
-0.0161 -0.1959 0.0074
0.2718 0.2287 -0.0279
0.4557 -0.5096 -0.3557
-0.4584 0.4470 -0.3242
-0.0075 0.0145 0.3430
-0.0449 -0.0967 -0.1047
-0.0382 -0.0655 -0.1227
-0.0577 -0.1569 0.0512
0.2445 -0.1536 0.1405
0.1013 -0.1513 -0.0119
-0.4698 0.1702 0.2486
-0.0284 0.1353 0.1241
0.0866 0.2106 -0.0145
0.1067 -0.0104 -0.0624
-0.1590 -0.0118 0.0033
-0.1245 -0.0939 0.0181
0.0120 -0.0190 -0.0825
0.1297 0.0800 0.1331
0.0706 -0.1587 0.1514
0.0762 -0.1375 0.1021
-0.0650 -0.0748 -0.0495
-0.0313 0.0719 -0.0506
-0.0164 0.0512 -0.0713
0.0317 -0.2286 0.4473
-0.2496 0.1223 -0.4113
0.1016 0.0946 0.0026
-0.1938 -0.1240 0.2909
-0.1108 0.0185 -0.0416
0.0867 -0.0518 -0.2244
-0.4174 0.1111 0.3069
-0.0413 0.0242 -0.2016
0.0434 -0.1882 0.6490
-0.3258 0.3951 0.2239
0.0175 -0.4304 -0.6625
-0.0264 0.1278 -0.0897
0.0091 -0.0849 -0.1063
0.1454 0.1323 -0.0024
0.0194 0.0370 -0.0117
-0.0647 -0.0618 0.0148
-0.0021 -0.0235 -0.0619
0.1329 0.0783 -0.0429
0.1344 -0.1768 -0.1844
0.1060 -0.0571 0.0308
0.0899 -0.1006 0.0171
-0.0372 -0.0098 0.0958
-0.0134 0.0312 0.0186
0.1286 -0.1180 -0.1740
0.0318 -0.1580 0.0615
0.1547 0.0312 -0.0557
0.1566 0.1591 0.1289
-0.0372 0.1533 0.0003
-0.0508 0.1586 0.2202
0.3841 0.4772 -0.4529
-0.1996 -0.6655 0.4495
-0.0355 0.0926 0.0305
-0.4897 -0.3906 -0.0114
0.0624 0.3541 0.3319
0.0607 0.1395 0.2161
0.2107 0.0914 -0.0981
0.0655 0.1000 -0.0140
-0.0138 -0.0489 -0.0361
-0.0288 -0.1008 -0.3869
-0.0085 -0.0122 -0.1475
0.1036 -0.0635 0.0007

Atom charges from the Mulliken analysis, given in e for atoms 1 to 8:
1 K 1.105
2 C -0.052
3 O 0.440
4 O -0.865
5 C 0.572
6 F -0.295
7 F -0.221
8 F -0.330

Quick rundown of LUMO, same order as above: 0.0068; 0.0727 Eh